i) {
  "formula": "H38O19",
  "method": "ωB97M-V/def2-TZVPD",
  "orbital_gap_ev": 9.51,
  "homo_ev": -10.3,
  "elements": ["O", "O", "O", "O", "O", "O", "O", "O", "O", "O", "O", "O", "O", "O", "O", "O", "O", "O", "O", "H", "H", "H", "H", "H", "H", "H", "H", "H", "H", "H", "H", "H", "H", "H", "H", "H", "H", "H", "H", "H", "H", "H", "H", "H", "H", "H", "H", "H", "H", "H", "H", "H", "H", "H", "H", "H", "H"],
  "xyz": [[-4.2097, -3.3509, -0.3860], [3.2517, -1.5664, -1.3187], [-0.3606, 4.5794, 0.9310], [3.0904, 3.6392, -0.2426], [-1.5745, -2.2172, -1.0750], [-4.2581, 0.8372, 1.4113], [-1.5597, -2.5790, 1.9418], [2.6474, 0.2902, 2.5535], [-0.8010, 3.0542, -3.4185], [1.0540, -2.6366, -0.2983], [-1.0112, -2.2100, -4.1056], [3.8136, 0.9805, 0.0757], [1.8351, -2.7318, 2.9167], [-3.7067, 2.3807, -1.2976], [0.0495, -0.1107, -3.3075], [-1.9761, 1.7166, 4.4829], [0.2899, 1.3677, -0.2315], [-0.0343, -0.2529, 1.6413], [3.4842, 0.2791, -2.8552], [1.4487, -1.9261, 0.1980], [-3.9718, -0.0551, 1.5262], [2.3477, -0.5775, 2.9123], [-2.1574, 0.7575, 4.4861], [1.2319, -3.0329, 3.5983], [-4.0778, -3.0728, -1.3287], [-0.3179, -1.5474, -4.1571], [-0.3903, 1.8858, 0.1622], [-4.4205, 1.8170, -1.5820], [3.4814, 0.6343, 2.8874], [-0.8317, 4.2123, 0.1913], [-1.6554, -3.0916, 1.1318], [3.0866, 0.9626, -2.2529], [-1.1103, -2.1829, -3.1301], [-1.0195, 1.6950, 4.2646], [2.7496, 3.8735, 0.6133], [-0.9066, 4.3485, 1.7031], [-3.3930, -3.3909, 0.0745], [0.9725, 0.1899, -3.2660], [-3.7719, 2.0903, -0.3688], [3.3458, 2.7257, -0.3532], [-0.6943, 0.3754, -2.8264], [0.8190, 0.9694, 0.4363], [-1.2763, -1.4636, -1.6320], [-0.4686, 3.1586, -2.5242], [3.9178, -1.2603, -0.6998], [2.9675, 0.5358, 0.2941], [1.7297, -2.9694, -0.9293], [-2.2789, -2.8364, 2.5317], [-4.6185, 0.9438, 2.3177], [3.9100, -2.1545, -1.8426], [-0.9269, -0.6350, 1.4112], [0.0248, -0.8816, 2.3865], [2.2543, -3.5725, 2.6255], [2.6932, 0.3546, -3.4058], [3.7758, 1.4187, 0.9294], [-0.8840, -2.3420, -0.4682], [-1.6085, 2.5745, -3.3323]]
}

---

ii) {
  "formula": "H38O19",
  "method": "ωB97M-V/def2-TZVPD",
  "orbital_gap_ev": 9.19,
  "homo_ev": -9.5,
  "elements": ["O", "O", "O", "O", "O", "O", "O", "O", "O", "O", "O", "O", "O", "O", "O", "O", "O", "O", "O", "H", "H", "H", "H", "H", "H", "H", "H", "H", "H", "H", "H", "H", "H", "H", "H", "H", "H", "H", "H", "H", "H", "H", "H", "H", "H", "H", "H", "H", "H", "H", "H", "H", "H", "H", "H", "H", "H"],
  "xyz": [[-1.4734, -1.1935, 3.1957], [1.3172, 0.2100, 0.8329], [2.1371, -3.8470, -0.3662], [0.5625, 0.8519, 3.5719], [-4.2781, -2.8807, -1.2717], [1.0269, 3.7119, 1.7606], [1.3464, 0.2923, -2.6820], [3.3659, -0.9106, -0.7300], [1.4837, -4.1273, 2.8741], [-1.0678, 1.5364, 0.5872], [2.7804, -1.5950, 3.2021], [-0.3534, -4.1198, 0.7665], [-1.6747, 3.9977, 1.4969], [-3.0422, 1.6174, -2.1569], [0.6153, 3.9212, -0.8857], [1.3084, 1.7020, -4.9119], [-0.8203, -1.4105, 0.1882], [-0.9138, 3.1092, -3.1279], [-1.7080, -2.2678, -2.9166], [-0.4530, -3.1541, 0.7357], [2.5854, -4.1939, -1.1281], [1.2386, 1.5104, 3.4408], [-2.2823, 4.6837, 1.7807], [2.8532, -1.2873, 4.1058], [1.5480, 1.4104, -4.0030], [-2.1525, -1.2989, 3.8614], [-1.6291, 2.4631, -3.0059], [-0.9382, -1.1556, 1.1158], [2.1779, -0.1867, -2.5247], [0.6573, 2.9679, -1.0336], [-1.3166, -0.2412, 3.1715], [1.3101, -3.3662, 3.4023], [1.5016, -3.1969, -0.6704], [-2.2734, -1.7196, -2.3663], [0.5118, 1.2007, -5.1034], [1.2900, 0.7687, -1.8502], [-3.8567, 2.1433, -2.2195], [2.2308, -3.8615, 2.3274], [-0.5881, 2.9369, -4.0187], [-4.7221, -2.3246, -0.6363], [1.0320, 3.0140, 1.1133], [0.4740, 0.6985, 0.7230], [0.8165, 4.1673, -1.7931], [-1.9677, 1.2795, 0.3593], [3.6005, -1.3913, 2.7546], [-2.5308, 2.3370, -1.7484], [2.8902, -0.7440, 0.0927], [1.1287, -0.6463, 0.4478], [-2.3042, -2.8441, -3.4006], [-0.9024, 2.3763, 0.1370], [-1.2188, -0.6327, -0.2183], [0.9949, 4.5280, 1.2565], [4.3129, -0.7861, -0.6954], [-4.0256, -3.7096, -0.8567], [0.7036, 0.0810, 3.0137], [-1.2383, 3.8594, 2.3267], [-0.0700, -4.2837, 1.6790]]
}

---

Verdict on stability: ii) comes out on top.

---

i) {
  "formula": "H38O19",
  "method": "ωB97M-V/def2-TZVPD",
  "orbital_gap_ev": 9.73,
  "homo_ev": -9.8,
  "elements": ["O", "O", "O", "O", "O", "O", "O", "O", "O", "O", "O", "O", "O", "O", "O", "O", "O", "O", "O", "H", "H", "H", "H", "H", "H", "H", "H", "H", "H", "H", "H", "H", "H", "H", "H", "H", "H", "H", "H", "H", "H", "H", "H", "H", "H", "H", "H", "H", "H", "H", "H", "H", "H", "H", "H", "H", "H"],
  "xyz": [[1.0811, 2.7767, -2.0854], [1.7175, -3.7300, -0.2231], [4.1670, 0.1895, -0.5147], [-1.9311, -0.8263, -3.3827], [0.4995, 1.4451, -0.0783], [-3.0479, 4.0470, -1.2579], [-0.5126, 0.8403, 3.6663], [-4.6931, -0.4752, -2.6322], [-2.9372, -3.3255, 1.9589], [-1.0299, -3.3391, -1.7131], [-0.6064, -3.0665, 0.7602], [3.4082, 2.2301, -1.9729], [-3.3461, -0.3899, 3.0336], [0.1917, 3.8350, 2.5904], [-4.0704, -2.0817, -0.2992], [0.7302, -0.9408, -2.3530], [3.1504, 1.7192, 3.3861], [3.9295, 2.1852, 0.9045], [2.0293, -1.0864, 0.4517], [0.3785, -0.3436, -2.9008], [-2.7735, -1.0105, 3.7489], [4.3752, -0.6786, -0.1401], [-0.7377, 1.5517, 3.1466], [1.5885, -1.8433, 0.9039], [-0.6829, -2.1068, 0.6275], [-4.5943, -2.4258, -0.9246], [4.8776, 0.6585, -0.2461], [3.9374, 1.4730, -1.6122], [2.0722, -1.5008, -0.4286], [0.6098, -0.2026, -1.6536], [3.9544, 1.2086, 3.2277], [-2.5354, -1.5174, -3.7727], [2.9823, 1.8855, 1.2834], [0.6098, 3.1906, 3.0441], [-0.9767, -2.7038, -2.3769], [3.6342, 3.0186, 0.5957], [2.1236, -4.4328, 0.0673], [1.9262, 2.9136, -1.6260], [-3.9930, -1.0510, -0.3130], [0.8471, -3.8079, -0.1341], [-0.3495, -3.8575, -1.9852], [-3.4604, -3.0451, 1.0920], [-1.9529, -3.5152, 1.5778], [-2.5426, 4.2543, -0.3594], [-1.3955, -0.3891, -4.0147], [1.2285, 1.5078, 0.4923], [2.8566, 1.0234, 3.9830], [0.6721, 4.5920, 2.6252], [-4.1137, -1.1319, -2.2318], [1.0364, 3.7466, -2.2533], [4.0649, 2.7913, -1.4875], [-4.5753, 0.2044, -1.7994], [-2.3797, 3.7537, -1.8961], [-0.7169, 0.0631, 3.1278], [-1.0833, -3.4717, -0.0950], [-3.9049, -1.1572, 2.7051], [0.2632, 2.3493, -0.2364]]
}

---

ii) {
  "formula": "H38O19",
  "method": "ωB97M-V/def2-TZVPD",
  "orbital_gap_ev": 9.68,
  "homo_ev": -10.1,
  "elements": ["O", "O", "O", "O", "O", "O", "O", "O", "O", "O", "O", "O", "O", "O", "O", "O", "O", "O", "O", "H", "H", "H", "H", "H", "H", "H", "H", "H", "H", "H", "H", "H", "H", "H", "H", "H", "H", "H", "H", "H", "H", "H", "H", "H", "H", "H", "H", "H", "H", "H", "H", "H", "H", "H", "H", "H", "H"],
  "xyz": [[-0.0547, -1.1918, -1.1211], [0.1667, -2.1553, 1.6460], [-0.3434, -2.2783, -4.0739], [1.9387, -1.0995, 4.1520], [3.3169, 2.5652, 2.4298], [2.3750, -2.5554, -1.7179], [2.2839, -0.8935, -3.3732], [-3.0632, -1.1853, 1.7076], [-0.5024, 4.1061, -0.1573], [-0.3451, 1.4690, -1.1661], [-3.7457, 2.2204, 0.4777], [2.2364, -0.1854, 1.0146], [-2.2130, -3.6366, -0.6226], [3.1138, 3.7723, -1.0094], [-1.5241, 2.1181, 1.7437], [1.3286, 2.3207, 3.6712], [-0.3070, -4.9975, 0.1434], [-2.1856, 1.8181, -3.1648], [-2.6452, -0.1816, -1.0566], [2.1770, -2.5116, -0.6511], [-1.0725, 4.6065, -0.7243], [-1.8356, 0.4278, -1.1239], [-0.7479, 1.9353, -1.9677], [2.8317, 2.5517, 1.5735], [2.1789, -1.1919, -2.3384], [3.5413, 3.1469, -1.6219], [-1.6293, 1.0829, -3.2681], [-0.4382, -1.8756, 2.2998], [-0.3099, -0.3227, -0.7771], [1.5084, 2.3590, 4.6582], [0.0200, -4.5412, 0.8922], [-3.2191, 2.0656, 1.3183], [3.3749, 3.3253, -0.1353], [-0.2864, -1.8075, 0.9302], [0.0893, -2.8316, -3.4574], [-3.7422, -0.7758, 1.2062], [-3.3940, 1.9440, -0.2930], [-2.4596, -0.8884, -0.6315], [2.0833, 2.9899, 3.2555], [3.1527, 1.7804, 2.8943], [-2.2780, -3.6651, 0.2821], [0.1457, 2.0844, -0.6584], [-3.6125, -1.1249, 2.5188], [1.7115, -3.3180, -1.9593], [1.9501, -0.7506, 1.8345], [1.4103, -1.3497, 4.8870], [-2.9522, 1.4758, -3.7390], [-3.0704, -3.9117, -1.0222], [3.1742, -1.0613, -3.5490], [-1.3035, 1.9777, 1.0034], [0.8874, -1.0772, -1.3432], [2.6397, -1.6812, 4.3652], [2.1304, 0.7498, 1.3575], [-0.6134, -1.6136, -3.3946], [-1.0419, 2.3625, 2.4433], [-0.0483, -4.6798, -0.6342], [0.4037, 3.8762, -0.6141]]
}

---

Verdict on stability: i) comes out on top.